A cluster of 7 separate species, C31H82N6O9 in total in a non-equilibrium geometry. Source: the Open Molecules 2025 dataset; level of theory: the ωB97M-V functional and the def2-TZVPD basis.

For the energy relative to the best compared isomer or geometry (same formula, charge and spin), the calculation gives 32.4 kcal/mol. The molar mass is 683.03 g/mol. As for the HOMO energy: -8.644 eV. As for the charge: 0. As for the SMILES: COC[C@H](C)N.COC[C@H](C)N.COC[C@H](C)N.COC[C@H](C)N.COCCNCCOC.COCCNCCOC.CC(C)O. As for the largest force on an atom: 0.071 Eh/bohr. The value obtained for the HOMO-LUMO gap is 0.3336 Eh.

```
128
Properties=species:S:1:pos:R:3:forces:R:3:lowdin_charge:R:1
C -0.918145 -0.231701 -1.373841 -0.60 0.87 -0.62 -0.11
O -0.241141 1.008380 -1.044814 -0.91 -1.62 1.32 -0.21
C -0.896399 1.555435 0.134951 2.00 1.08 -0.24 -0.20
C -0.073124 2.817517 0.585960 -1.06 -0.72 -2.33 -0.41
C -0.829230 3.563831 1.710123 1.05 -0.92 -1.02 -0.05
N 0.121296 3.647560 -0.624398 -0.05 0.87 0.09 0.02
H -1.195506 -0.897541 -0.556650 0.74 0.13 0.54 0.08
H -0.405771 -0.801664 -2.148900 0.38 0.31 0.18 0.08
H -1.896745 0.034326 -1.773404 -0.20 0.09 -0.35 0.08
H -1.890274 1.892433 -0.159589 -0.31 -0.23 0.27 0.12
H -0.854068 0.863314 0.975931 -0.50 -0.46 -0.17 0.12
H 0.949635 2.492198 0.776303 -0.13 -0.05 0.82 0.13
H -0.564062 3.090264 2.655386 0.00 0.44 0.17 0.07
H -1.898176 3.414159 1.558240 -0.05 0.38 0.00 0.07
H -0.522309 4.605051 1.611317 -0.26 0.01 0.54 0.08
H 0.493530 3.113250 -1.396446 0.50 -0.46 0.31 0.06
H -0.743932 3.955625 -1.044603 -0.58 0.29 0.46 0.06
C 3.135248 12.144560 7.419874 0.56 0.87 -0.59 -0.12
O 2.020483 11.892116 6.601869 -0.51 -0.39 0.20 -0.18
C 1.486329 13.032062 5.956024 -0.40 -0.98 -0.28 -0.21
C 0.538005 12.640564 4.787457 0.08 0.77 0.96 -0.43
C 1.269233 12.127739 3.559287 0.13 -0.92 0.24 -0.06
N -0.215671 13.838343 4.441347 0.65 1.23 -0.91 0.02
H 3.842814 12.664751 6.774236 0.75 -0.25 0.04 0.08
H 3.558985 11.235917 7.847550 -0.24 -0.11 -0.40 0.09
H 3.005793 12.852222 8.238746 -0.77 0.03 0.27 0.08
H 0.872926 13.604019 6.652226 0.05 0.16 0.33 0.12
H 2.275592 13.675964 5.567991 0.29 0.15 -0.08 0.12
H -0.247010 12.001273 5.191371 0.53 -0.86 -0.15 0.14
H 2.089921 12.754038 3.209517 0.08 0.42 0.46 0.08
H 0.654942 11.999801 2.668013 -0.42 -0.15 0.29 0.08
H 1.713216 11.170274 3.831755 0.04 -0.14 -0.26 0.08
H 0.395886 14.294019 3.779184 -0.22 0.22 -1.01 0.06
H -0.105519 14.545706 5.153808 -0.60 -0.08 0.89 0.05
C -1.561091 12.205722 -5.234998 0.08 0.76 -1.43 -0.16
O -2.065569 10.960294 -4.938861 -0.56 -2.99 1.98 -0.21
C -1.157458 9.771658 -4.818195 -0.07 1.65 -1.59 -0.14
C -1.859045 8.417387 -4.637891 -1.85 2.39 0.02 -0.43
C -3.010697 8.323949 -5.673495 1.26 -0.05 0.89 -0.06
N -2.425845 8.341952 -3.295703 0.62 -1.05 0.33 0.03
H -1.563160 12.235794 -6.324584 0.67 0.55 -0.35 0.08
H -0.603304 12.541156 -4.837210 0.38 -0.68 0.20 0.08
H -2.247180 13.002797 -4.948571 -0.42 -0.33 0.35 0.08
H -0.709274 9.689910 -5.808426 0.77 0.23 -0.03 0.11
H -0.434941 10.029923 -4.044005 0.19 -0.30 0.01 0.12
H -1.174634 7.593517 -4.840210 0.29 0.21 0.34 0.14
H -2.633823 8.738183 -6.608630 -0.30 -0.39 -0.25 0.07
H -3.832626 8.948777 -5.324027 -0.14 -0.32 -0.15 0.08
H -3.208721 7.252234 -5.690837 -0.71 0.25 -0.53 0.08
H -1.626749 8.436889 -2.685345 -0.07 -0.15 0.59 0.06
H -3.020857 9.128764 -3.078962 -0.13 0.20 -0.38 0.07
C -1.031184 -11.969285 -4.307052 -0.13 0.35 0.08 -0.13
O -0.922287 -10.823448 -3.514409 -0.47 1.24 0.37 -0.21
C -1.844132 -9.766600 -3.921350 1.57 -1.14 -0.66 -0.18
C -0.966510 -8.625060 -4.425980 0.23 1.61 2.72 -0.40
C -0.283756 -8.000770 -3.120213 -0.09 0.44 0.27 -0.06
N -1.839789 -7.645185 -5.049634 -0.14 0.20 0.24 0.02
H -0.993640 -11.674590 -5.355796 -0.25 -0.27 -0.32 0.08
H -1.983691 -12.416105 -4.022130 0.03 -0.73 -0.53 0.09
H -0.170315 -12.613361 -4.127728 -0.20 -0.09 0.25 0.09
H -2.465456 -10.094788 -4.754629 -0.14 -0.33 -0.08 0.11
H -2.517962 -9.516469 -3.101907 0.30 0.31 0.08 0.13
H -0.151016 -8.924656 -5.084240 -0.09 -0.64 0.01 0.13
H 0.390014 -7.148185 -3.205325 0.48 -0.17 -1.11 0.06
H 0.238672 -8.698741 -2.465989 0.12 -0.55 -0.65 0.07
H -0.928970 -7.520195 -2.384798 -1.24 -0.34 -0.38 0.07
H -2.185126 -7.987942 -5.934705 0.03 0.11 -0.15 0.07
H -1.369103 -6.762124 -5.186561 -0.01 0.02 -0.14 0.07
C 9.077465 4.103680 0.698952 -0.47 -1.58 -0.34 -0.06
O 8.289928 2.889424 0.512761 -0.84 0.78 1.13 -0.20
C 8.960066 1.653758 0.458622 2.23 0.06 -1.14 -0.26
C 8.034057 0.492637 0.195596 -2.68 1.61 0.80 -0.18
N 7.036497 0.384855 1.312188 0.08 -1.51 -1.05 -0.06
C 5.922854 -0.530929 0.962379 0.70 0.04 1.67 -0.20
C 6.258172 -2.030219 1.121880 -0.43 0.36 -1.16 -0.24
O 6.695878 -2.603124 2.323663 0.11 0.27 0.85 -0.17
C 7.654240 -1.974073 3.178442 0.80 0.37 -0.56 -0.11
H 9.619623 4.272435 -0.231468 0.04 0.39 -0.02 0.08
H 9.795448 4.042820 1.516823 0.02 -0.33 0.13 0.08
H 8.371043 4.896912 0.943619 0.04 -0.10 -0.33 0.09
H 9.682267 1.510776 1.262408 -0.33 -0.02 0.64 0.12
H 9.592351 1.742101 -0.424856 0.46 -0.35 -0.37 0.11
H 8.350228 -0.496548 -0.135537 0.99 0.15 0.80 0.12
H 7.516337 0.828778 -0.702783 -0.50 0.15 -0.39 0.11
H 6.636460 1.255558 1.631467 0.44 0.32 -0.51 0.10
H 5.523842 -0.397434 -0.043144 0.13 0.03 -0.40 0.11
H 5.106324 -0.269465 1.635450 -0.11 -0.12 0.13 0.11
H 6.861942 -2.336494 0.267614 0.99 0.10 0.07 0.10
H 5.345581 -2.553625 0.836689 -0.39 -0.09 0.49 0.11
H 8.262250 -2.724194 3.684149 -0.58 -0.45 0.11 0.08
H 7.245779 -1.281150 3.914051 -0.49 -0.19 -0.02 0.08
H 8.414429 -1.386047 2.664223 -0.23 0.09 -0.56 0.07
C -9.119167 -10.222427 -4.365529 0.18 0.34 0.79 -0.10
O -8.957542 -9.005482 -3.582739 0.54 -0.95 0.13 -0.20
C -7.537014 -8.696007 -3.460556 -0.30 1.48 -2.08 -0.21
C -7.188721 -7.540477 -2.487917 -1.20 -2.12 0.12 -0.20
N -7.116903 -8.129623 -1.171309 1.05 1.13 1.21 -0.08
C -6.585131 -7.140669 -0.239007 1.01 -1.27 2.47 -0.21
C -6.112826 -7.882184 1.073593 -0.11 0.47 -0.57 -0.21
O -6.233772 -7.024403 2.227785 1.43 -0.01 -0.71 -0.19
C -5.361541 -7.406719 3.310799 -1.26 -1.00 0.22 -0.11
H -8.880941 -11.083601 -3.741256 0.60 -0.08 -0.04 0.08
H -8.511616 -10.185240 -5.269743 0.22 -0.05 0.03 0.08
H -10.136160 -10.457478 -4.679500 -0.29 0.97 0.18 0.08
H -7.275646 -8.335147 -4.455316 0.12 0.33 -0.42 0.10
H -6.878444 -9.562791 -3.405155 -0.31 -0.30 1.01 0.12
H -7.945572 -6.756108 -2.494047 -0.10 0.23 -0.56 0.12
H -6.204765 -7.110168 -2.674378 -0.09 -0.15 -0.48 0.12
H -8.001041 -8.463659 -0.815205 -0.25 0.01 -0.28 0.12
H -7.200735 -6.308988 0.103693 -0.46 0.14 -0.46 0.12
H -5.609957 -6.762668 -0.546008 -0.43 0.40 -0.91 0.11
H -5.089177 -8.170979 0.835172 0.43 0.17 0.61 0.11
H -6.603029 -8.852061 1.158011 -0.64 0.06 0.51 0.11
H -4.327689 -7.689747 3.112903 -0.02 0.07 -0.92 0.08
H -5.883441 -8.279459 3.703271 0.47 -0.33 0.59 0.08
H -5.287289 -6.683354 4.122780 -0.56 0.48 -0.44 0.08
C 0.889258 -4.645996 4.499729 -0.65 -0.63 -0.55 -0.06
C 1.660195 -5.672690 5.396554 0.24 0.20 -1.59 -0.45
C 2.187772 -6.908449 4.618962 -1.14 0.04 -0.41 -0.06
O 2.858782 -5.052067 5.779529 0.48 0.89 1.61 -0.08
H 1.554407 -3.971351 3.960709 0.38 -0.12 0.20 0.07
H 0.136353 -4.009118 4.964089 0.32 -0.06 0.71 0.07
H 0.303509 -5.116640 3.710107 0.04 -0.49 -0.08 0.07
H 1.052772 -5.904083 6.271541 0.38 -0.08 0.14 0.13
H 2.420598 -6.504908 3.633547 0.40 -0.23 -0.19 0.07
H 1.500973 -7.735550 4.439254 -0.37 0.14 0.11 0.07
H 3.074984 -7.346630 5.076071 -0.06 0.33 0.14 0.08
H 3.387925 -4.900714 4.992956 0.00 0.01 -0.10 0.08
```
Positions in Å, forces in eV/Å.